Entry 1:
Here is a structure of composition C29H21MoN2O3S2 at a distorted geometry from the Open Molecules 2025 dataset. Energies are from ωB97M-V/def2-TZVPD.

Geometry as XYZ:
```
58
Properties=species:S:1:pos:R:3
Mo -0.07096 -0.01832 -0.40712
C -1.18901 -7.18932 -2.91138
O -0.91206 -6.18021 -1.94824
C -0.79195 -4.92681 -2.29958
C -0.88996 -4.44575 -3.62583
C -0.80566 -3.10899 -3.89641
C -0.60979 -2.14019 -2.88290
C -0.58940 -0.73948 -3.16886
C -0.85266 -0.20981 -4.53496
O -0.35929 0.08724 -2.20820
C -0.45791 -2.63901 -1.53627
O -0.24959 -1.71886 -0.58797
C -0.55228 -3.98950 -1.26152
H -1.24750 -8.12805 -2.36413
H -0.39191 -7.25340 -3.65402
H -2.14112 -7.00054 -3.41085
H -1.03831 -5.13507 -4.44213
H -0.89218 -2.78234 -4.92075
H -1.80705 -0.57546 -4.91402
H -0.08354 -0.54327 -5.23286
H -0.86956 0.87905 -4.52079
H -0.45924 -4.35858 -0.24846
S 0.66489 -1.57532 6.53315
C 0.51290 -3.21021 6.88910
C 0.27036 -3.99125 5.76914
C 0.20707 -3.24293 4.59616
C 0.40080 -1.88603 4.81057
C 0.41228 -0.80093 3.88090
C 0.20864 -0.98522 2.49278
N 0.21242 0.00404 1.59516
C 0.42582 1.27987 2.06390
C 0.64200 1.56641 3.43529
C 0.86055 2.92095 3.84170
C 0.86383 3.92702 2.93706
C 0.64647 3.66505 1.54708
C 0.64442 4.67271 0.59302
C 0.42822 4.36934 -0.76219
C 0.21775 3.01012 -1.09327
N 0.21057 2.00941 -0.20539
C 0.42520 2.32994 1.11439
C 0.42875 5.41786 -1.73536
C 0.62571 6.77417 -1.50059
C 0.56747 7.54485 -2.65693
C 0.32524 6.78653 -3.78780
S 0.16711 5.13700 -3.45547
C 0.63238 0.50812 4.33653
H 0.60580 -3.54700 7.90498
H 0.14707 -5.05798 5.81774
H 0.02674 -3.67833 3.63035
H 0.03228 -1.97979 2.09122
H 1.02336 3.11849 4.89066
H 1.03043 4.94900 3.24414
H 0.81268 5.68816 0.91092
H 0.05056 2.72701 -2.13139
H 0.80591 7.20287 -0.53112
H 0.69567 8.61307 -2.67748
H 0.23589 7.14375 -4.79656
H 0.79371 0.70587 5.38488
```

Properties
max |F| = 3.61 eV Å⁻¹
LUMO energy (alpha / beta) = -0.4272 / -0.4295 hartree
HOMO-LUMO gap (alpha / beta) = 3.58 / 3.51 eV
highest occupied orbital energy (alpha / beta) = -15.2 / -15.2 eV
multiplicity = 1
total charge = +3

Here are the Löwdin charges for atoms 1 to 6, given in e: Mo 1.915; C 0.002; O 0.020; C -0.207; C 0.061; C 0.056

=====

Entry 2:
Here is a cluster of 6 separate species, C34H78BF5N7O13S in total at a distorted geometry from the Open Molecules 2025 dataset. Energies are from ωB97M-V/def2-TZVPD.

Geometry as XYZ:
```
139
Properties=species:S:1:pos:R:3
C 2.12529 -0.55758 2.29173
N 1.37992 0.51238 1.59399
C 0.27484 0.05586 0.80377
N -0.94551 0.94702 0.93980
C -1.00234 2.22143 0.73094
C 0.18641 3.07224 0.23145
F -0.28001 4.29340 -0.02547
F 1.12203 3.19627 1.18285
C 0.81994 2.51857 -1.06828
F -0.17245 1.88732 -1.76604
F 1.27061 3.54105 -1.79994
C -2.34251 2.84721 1.04400
C -3.02772 3.68706 -0.04605
C -4.41687 4.19326 0.41792
C -5.59093 3.72009 -0.44023
O -6.35597 2.78503 0.34560
C -7.31515 2.11823 -0.38648
C -7.23001 0.62501 -0.26168
O -8.13213 2.71250 -1.03702
C -2.10374 3.60759 2.39370
O -2.39018 4.98503 2.23814
O -3.07638 5.44496 3.41085
C -3.21974 1.56085 1.24258
C -2.25986 0.37918 1.33379
B -2.68716 -0.83860 0.31407
O -3.63337 -0.62307 -0.65117
O -2.03328 -2.02313 0.46869
S -2.21209 -0.20439 3.07392
O -0.87309 -0.52427 3.44295
O -3.01690 0.65966 3.86842
F -3.00206 -1.53497 2.95386
H 1.66491 -0.78396 3.24349
H 2.20614 -1.46363 1.68009
H 3.14229 -0.20375 2.45276
H 2.03972 1.03108 1.03285
H -0.02840 -0.92676 1.15004
H 0.49471 -0.00502 -0.26666
H 1.63312 1.81429 -0.88447
H -3.15010 3.07989 -0.94822
H -2.43196 4.54014 -0.34821
H -4.61974 3.82481 1.42601
H -4.41156 5.28073 0.46827
H -5.25751 3.22850 -1.35970
H -6.23169 4.55341 -0.73282
H -7.58229 0.18880 -1.19491
H -6.20647 0.30694 -0.07278
H -7.87418 0.28428 0.55152
H -2.68921 3.17394 3.20539
H -1.05200 3.51596 2.70326
H -3.98889 5.54225 3.09337
H -3.87477 1.46419 0.37908
H -3.88536 1.67525 2.09190
H -3.28415 -0.65800 -1.55128
H -2.59663 -2.78054 0.25139
C 0.29986 5.02460 -6.92091
C 0.39411 4.24092 -5.61632
C -0.95867 3.91875 -4.96721
O -1.60637 4.99518 -4.32033
C -2.27887 5.90381 -5.17588
N 1.30272 4.93508 -4.70053
H 0.13226 6.08646 -6.74325
H 1.23482 4.93817 -7.47264
H -0.50361 4.64852 -7.55637
H 0.84665 3.27226 -5.85483
H -0.77649 3.18777 -4.17226
H -1.63614 3.44700 -5.69249
H -2.74796 5.38339 -6.01574
H -1.60829 6.67579 -5.55752
H -3.05457 6.39022 -4.58624
H 1.47500 4.35291 -3.89003
H 0.81947 5.74989 -4.33215
C -5.29271 -4.33983 5.75910
C -5.94275 -5.51181 5.02792
C -5.01989 -6.23461 4.03974
O -4.76430 -5.53942 2.82969
C -3.81758 -4.50325 2.92146
N -7.18591 -5.05136 4.40429
H -5.25713 -3.44466 5.13712
H -5.87551 -4.08703 6.64352
H -4.27678 -4.57891 6.07977
H -6.21190 -6.25509 5.78371
H -5.51112 -7.15985 3.73265
H -4.07174 -6.51291 4.51923
H -3.00201 -4.75861 3.60555
H -4.27881 -3.56701 3.24161
H -3.39832 -4.35629 1.92233
H -7.70290 -5.84574 4.04044
H -6.94505 -4.50130 3.58479
C 2.19137 -0.94046 8.16740
C 0.90556 -0.73646 7.37279
C -0.25161 -1.65737 7.77759
O -0.13902 -2.99825 7.34632
C 0.72110 -3.81807 8.11659
N 1.20483 -0.83385 5.93931
H 2.75031 -1.80788 7.81713
H 2.84129 -0.07406 8.05065
H 1.98692 -1.06921 9.23129
H 0.56077 0.28340 7.56888
H -1.15840 -1.28301 7.29400
H -0.42280 -1.61925 8.86167
H 0.65641 -3.57160 9.18032
H 1.76075 -3.74090 7.79064
H 0.39758 -4.84829 7.97560
H 0.37627 -0.57713 5.41173
H 1.34663 -1.81888 5.72665
C 3.50770 0.16835 -7.43143
C 2.73268 0.59383 -6.18922
C 3.50552 0.45416 -4.87243
O 3.64837 -0.85974 -4.37851
C 4.65670 -1.64064 -4.99809
N 1.44927 -0.11502 -6.15873
H 3.51741 -0.91460 -7.55132
H 3.03688 0.58348 -8.32134
H 4.53953 0.52161 -7.39822
H 2.51615 1.66240 -6.29084
H 2.93370 0.98103 -4.10039
H 4.48562 0.94620 -4.94078
H 5.53188 -1.03491 -5.24847
H 4.28794 -2.13966 -5.89632
H 4.95720 -2.41066 -4.28930
H 0.87227 0.25843 -5.41066
H 1.62753 -1.07934 -5.89161
C 9.65350 -3.05153 -1.66869
C 9.12501 -4.13233 -2.60696
C 9.25030 -3.79804 -4.09800
O 8.32499 -2.84341 -4.58189
C 8.62921 -1.49432 -4.29472
N 7.74919 -4.46448 -2.22327
H 8.94134 -2.23500 -1.55018
H 9.82384 -3.47184 -0.67831
H 10.59701 -2.63698 -2.02779
H 9.73482 -5.02639 -2.44724
H 9.03699 -4.70767 -4.66413
H 10.27512 -3.49228 -4.34806
H 9.70366 -1.29549 -4.34602
H 8.25486 -1.19929 -3.31080
H 8.12593 -0.88072 -5.04194
H 7.43736 -5.27729 -2.74583
H 7.14750 -3.70770 -2.53633
```

Properties
max |F| = 1.17 eV Å⁻¹
LUMO energy = -0.1678 hartree
ΔE to the lowest compared entry with this formula, charge and spin = 23.0 kJ/mol
HOMO-LUMO gap = 6.06 eV
highest occupied orbital energy = -10.6 eV
multiplicity = 1
total charge = +1

Here are the Löwdin charges for atoms 1 to 6, given in e: C -0.062; N -0.069; C -0.126; N 0.120; C 0.042; C -0.393

=====

Entry 3:
Here is a cluster of 5 separate species, C2H13NO4 in total at a distorted geometry from the Open Molecules 2025 dataset. Energies are from ωB97M-V/def2-TZVPD.

Geometry as XYZ:
```
20
Properties=species:S:1:pos:R:3
C -0.26618 -1.96400 0.01654
C 1.11361 -1.58567 1.99839
N 0.82861 -1.35438 0.78834
H -0.95453 -2.62236 0.61812
H 0.22290 -2.60416 -0.69815
H -0.86363 -1.15385 -0.44756
H 1.84198 -0.90548 2.41985
H 0.59397 -2.35799 2.54807
H -0.38246 3.20908 0.24243
H 1.13257 2.98904 -0.32441
O 0.45305 3.59815 -0.03647
H 1.83279 0.30381 -0.90773
H 3.04432 -0.54546 -0.81003
O 2.77238 0.31438 -1.15880
H -1.41925 1.19948 -2.13695
H -1.96805 -0.20377 -1.72698
O -1.54850 0.29283 -2.42791
H -1.51164 1.44349 1.08949
H -2.92516 1.09330 0.44513
O -1.99677 0.85358 0.50862
```

Properties
max |F| = 4.22 eV Å⁻¹
LUMO energy (alpha / beta) = -0.2113 / -0.3502 hartree
ΔE to the lowest compared entry with this formula, charge and spin = 233.6 kJ/mol
HOMO-LUMO gap (alpha / beta) = 8.75 / 4.97 eV
highest occupied orbital energy (alpha / beta) = -14.5 / -14.5 eV
multiplicity = 2
total charge = +1

Here are the Löwdin charges for atoms 1 to 6, given in e: C 0.008; C 0.167; N 0.159; H 0.152; H 0.107; H 0.070

=====

Entry 4:
Here is a structure of composition H26HeO13 from the Open Molecules 2025 dataset. Energies are from ωB97M-V/def2-TZVPD.

Geometry as XYZ:
```
40
Properties=species:S:1:pos:R:3
He -0.13059 0.41959 0.17978
O 3.08771 -2.65060 -0.87275
H 2.97338 -3.07762 -1.72175
H 2.20116 -2.57836 -0.51912
O -1.63148 3.46898 0.58914
H -1.96049 2.60335 0.34692
H -2.22469 4.08152 0.15425
O 2.17146 -0.48335 -2.49489
H 2.72811 0.29484 -2.52309
H 2.66821 -1.11501 -1.97480
O -3.25558 0.85734 -0.50995
H -3.66072 1.48212 -1.11141
H -3.78587 0.91119 0.28512
O 2.79549 1.74026 0.63790
H 2.58104 1.70949 -0.29446
H 3.70972 1.46032 0.68323
O 0.28246 -2.89111 -0.17116
H 0.22101 -3.67705 -0.71407
H -0.58011 -2.48227 -0.24226
O -1.78995 0.85050 3.32386
H -1.62356 0.57833 4.22634
H -1.13059 0.38661 2.80785
O 1.45853 4.16060 0.15081
H 0.53670 4.08339 0.39680
H 1.83701 3.30862 0.36785
O 2.69519 -0.12747 3.03706
H 2.67237 0.41433 2.24829
H 3.43346 -0.72095 2.89929
O -2.39085 -1.98856 -2.95025
H -2.50684 -2.18770 -2.02120
H -1.87160 -1.18451 -2.96033
O -0.00562 -1.26073 2.28098
H 0.16730 -1.77531 1.49260
H 0.85819 -0.96606 2.56949
O -2.48636 -1.90140 0.03326
H -2.74132 -0.98245 -0.04897
H -3.22663 -2.31721 0.47523
O -0.96569 0.39017 -2.93243
H -0.02010 0.24960 -2.98076
H -1.09003 0.91640 -2.14259
```

Properties
max |F| = 0.85 eV Å⁻¹
LUMO energy = -0.0049 hartree
ΔE to the lowest compared entry with this formula, charge and spin = 115.9 kJ/mol
HOMO-LUMO gap = 10.33 eV
highest occupied orbital energy = -10.5 eV
multiplicity = 1

Here are the Löwdin charges for atoms 1 to 6, given in e: He 0.148; O -0.046; H 0.049; H -0.003; O -0.038; H -0.009